{"formula": "C80H152B2N8O24", "method": "ωB97M-V/def2-TZVPD", "relative_energy_kj_mol": 268.5, "charge": -2, "fmax_ev_per_a": 6.93, "homo_ev": -5.72, "species": ["O", "C", "O", "B", "O", "C", "O", "O", "C", "O", "C", "O", "O", "O", "C", "O", "B", "O", "C", "O", "O", "C", "O", "C", "O", "O", "C", "C", "C", "C", "C", "C", "N", "O", "C", "C", "C", "H", "H", "H", "H", "H", "H", "H", "H", "H", "H", "H", "H", "H", "H", "H", "H", "H", "H", "H", "C", "C", "C", "C", "C", "C", "N", "O", "C", "C", "C", "H", "H", "H", "H", "H", "H", "H", "H", "H", "H", "H", "H", "H", "H", "H", "H", "H", "H", "H", "C", "C", "C", "C", "C", "C", "N", "O", "C", "C", "C", "H", "H", "H", "H", "H", "H", "H", "H", "H", "H", "H", "H", "H", "H", "H", "H", "H", "H", "H", "C", "C", "C", "C", "C", "C", "N", "O", "C", "C", "C", "H", "H", "H", "H", "H", "H", "H", "H", "H", "H", "H", "H", "H", "H", "H", "H", "H", "H", "H", "C", "C", "C", "C", "C", "C", "N", "O", "C", "C", "C", "H", "H", "H", "H", "H", "H", "H", "H", "H", "H", "H", "H", "H", "H", "H", "H", "H", "H", "H", "C", "C", "C", "C", "C", "C", "N", "O", "C", "C", "C", "H", "H", "H", "H", "H", "H", "H", "H", "H", "H", "H", "H", "H", "H", "H", "H", "H", "H", "H", "C", "C", "C", "C", "C", "C", "N", "O", "C", "C", "C", "H", "H", "H", "H", "H", "H", "H", "H", "H", "H", "H", "H", "H", "H", "H", "H", "H", "H", "H", "C", "C", "C", "C", "C", "C", "N", "O", "C", "C", "C", "H", "H", "H", "H", "H", "H", "H", "H", "H", "H", "H", "H", "H", "H", "H", "H", "H", "H", "H"], "xyz": [[4.706, 1.966, 2.396], [3.667, 1.437, 2.063], [3.459, 0.509, 1.073], [2.084, -0.027, 1.272], [1.600, 0.606, 2.510], [2.406, 1.577, 2.886], [2.208, 2.286, 3.874], [2.102, -1.549, 1.312], [1.392, -2.005, 0.257], [1.099, -3.196, -0.039], [0.891, -0.836, -0.556], [1.223, 0.270, 0.089], [0.332, -0.981, -1.634], [0.603, -2.800, -9.246], [1.362, -2.520, -10.271], [2.634, -2.104, -10.302], [3.079, -1.843, -11.636], [1.882, -2.053, -12.473], [0.835, -2.477, -11.740], [-0.256, -2.879, -12.106], [3.622, -0.481, -11.835], [4.899, -0.570, -12.175], [5.711, 0.354, -12.258], [5.324, -2.034, -12.274], [4.203, -2.785, -11.976], [6.497, -2.399, -12.511], [1.437, 10.516, 4.095], [2.897, 10.456, 4.620], [3.424, 11.922, 4.352], [4.752, 12.192, 5.019], [4.600, 11.901, 6.511], [4.045, 10.490, 6.871], [2.881, 10.210, 6.041], [2.179, 9.060, 6.512], [5.184, 9.467, 6.927], [3.529, 10.789, 8.303], [3.672, 9.418, 3.772], [0.883, 9.577, 4.108], [1.502, 10.776, 3.038], [0.792, 11.170, 4.682], [3.548, 12.167, 3.297], [2.795, 12.755, 4.667], [5.006, 13.234, 4.825], [5.494, 11.603, 4.479], [4.031, 12.685, 7.011], [5.568, 11.966, 7.009], [5.807, 9.695, 6.063], [5.805, 9.515, 7.822], [4.781, 8.462, 6.802], [2.602, 11.361, 8.276], [3.289, 9.841, 8.786], [4.163, 11.290, 9.034], [3.449, 9.453, 2.705], [3.405, 8.423, 4.130], [4.760, 9.383, 3.808], [2.728, 8.331, 6.215], [-4.101, 3.557, 5.671], [-5.370, 2.857, 5.016], [-6.518, 3.819, 5.334], [-6.508, 5.114, 4.505], [-6.452, 4.679, 3.007], [-5.273, 3.696, 2.522], [-5.234, 2.627, 3.509], [-4.277, 1.632, 3.223], [-5.694, 3.103, 1.138], [-3.931, 4.455, 2.337], [-5.667, 1.535, 5.765], [-3.983, 4.596, 5.366], [-3.203, 2.962, 5.504], [-4.084, 3.435, 6.754], [-7.382, 3.223, 5.039], [-6.487, 4.076, 6.392], [-5.527, 5.565, 4.655], [-7.313, 5.832, 4.663], [-6.369, 5.608, 2.443], [-7.428, 4.271, 2.744], [-5.863, 3.770, 0.293], [-4.951, 2.448, 0.683], [-6.669, 2.630, 1.247], [-3.980, 5.278, 1.623], [-3.641, 4.859, 3.307], [-3.066, 3.869, 2.026], [-5.786, 1.719, 6.833], [-4.935, 0.738, 5.635], [-6.576, 1.057, 5.401], [-3.434, 1.971, 3.533], [2.773, -3.677, 9.051], [4.052, -3.400, 9.828], [5.061, -2.731, 8.861], [4.760, -1.281, 8.521], [4.456, -0.369, 9.695], [3.562, -0.960, 10.801], [3.772, -2.469, 10.998], [2.913, -3.024, 11.926], [3.843, -0.090, 12.028], [2.051, -0.724, 10.422], [4.710, -4.636, 10.436], [2.793, -4.723, 8.745], [2.582, -3.194, 8.093], [1.829, -3.685, 9.596], [6.100, -2.852, 9.170], [5.097, -3.254, 7.905], [3.788, -1.312, 8.029], [5.388, -0.772, 7.789], [4.155, 0.600, 9.298], [5.470, -0.258, 10.077], [4.672, -0.565, 12.552], [4.147, 0.940, 11.842], [3.112, -0.176, 12.832], [1.745, -1.327, 9.568], [1.463, -1.229, 11.189], [1.778, 0.297, 10.157], [4.996, -5.428, 9.744], [4.107, -5.141, 11.190], [5.657, -4.422, 10.932], [3.556, -3.290, 12.587], [-6.423, -4.832, 3.328], [-6.686, -5.643, 1.971], [-7.788, -6.735, 2.227], [-9.124, -6.183, 2.231], [-9.452, -5.426, 0.916], [-8.442, -4.367, 0.548], [-7.018, -4.872, 0.764], [-6.033, -3.929, 0.523], [-8.628, -4.141, -1.015], [-8.801, -3.141, 1.410], [-5.418, -6.488, 1.743], [-6.128, -5.526, 4.115], [-7.311, -4.333, 3.717], [-5.594, -4.131, 3.235], [-7.704, -7.536, 1.492], [-7.622, -7.204, 3.197], [-9.258, -5.423, 3.001], [-9.805, -7.034, 2.260], [-10.419, -4.945, 1.059], [-9.582, -6.241, 0.205], [-8.184, -3.170, -1.236], [-8.231, -4.950, -1.627], [-9.689, -4.114, -1.260], [-8.971, -3.376, 2.461], [-7.948, -2.464, 1.449], [-9.698, -2.610, 1.093], [-5.234, -7.240, 2.509], [-4.480, -5.938, 1.676], [-5.502, -7.091, 0.839], [-6.188, -3.360, 1.280], [12.906, 0.113, 3.603], [11.572, 0.084, 4.471], [11.737, -1.002, 5.661], [12.274, -0.473, 7.060], [11.437, 0.760, 7.396], [11.612, 1.839, 6.289], [11.205, 1.409, 4.998], [11.047, 2.376, 3.960], [10.707, 3.039, 6.613], [13.128, 2.294, 6.270], [10.326, -0.530, 3.551], [12.835, 0.906, 2.858], [13.176, -0.860, 3.193], [13.879, 0.386, 4.010], [10.939, -1.735, 5.774], [12.693, -1.467, 5.419], [13.350, -0.300, 7.089], [12.307, -1.216, 7.857], [11.524, 1.212, 8.385], [10.387, 0.483, 7.296], [10.774, 3.869, 5.910], [9.651, 2.781, 6.693], [10.910, 3.544, 7.557], [13.432, 2.646, 5.284], [13.297, 3.138, 6.939], [13.794, 1.579, 6.752], [9.448, -0.666, 4.181], [10.511, -1.527, 3.151], [10.050, 0.155, 2.749], [10.092, 2.472, 3.979], [-9.107, -4.306, -8.813], [-8.942, -2.775, -9.152], [-10.128, -2.013, -8.512], [-9.973, -0.539, -8.501], [-8.675, -0.069, -7.821], [-7.318, -0.864, -8.366], [-7.668, -2.299, -8.450], [-6.579, -3.107, -8.714], [-6.899, -0.249, -9.702], [-6.307, -0.521, -7.260], [-8.919, -2.620, -10.712], [-8.156, -4.834, -8.883], [-9.819, -4.696, -9.540], [-9.430, -4.421, -7.779], [-10.958, -2.193, -9.195], [-10.354, -2.289, -7.482], [-10.745, -0.005, -7.948], [-10.157, -0.275, -9.542], [-8.838, -0.223, -6.754], [-8.623, 1.000, -8.029], [-7.675, 0.186, -10.333], [-6.241, 0.599, -9.518], [-6.200, -0.817, -10.316], [-6.370, -1.252, -6.454], [-5.344, -0.708, -7.733], [-6.358, 0.504, -6.894], [-9.850, -2.996, -11.137], [-8.178, -3.275, -11.171], [-8.670, -1.598, -10.998], [-6.395, -2.917, -9.637], [2.359, 3.865, -6.502], [2.120, 5.402, -6.428], [2.169, 5.948, -7.841], [1.561, 7.317, -8.023], [0.122, 7.313, -7.487], [0.094, 6.849, -5.986], [0.747, 5.511, -5.844], [0.581, 5.090, -4.541], [0.644, 7.982, -5.015], [-1.434, 6.636, -5.683], [3.247, 6.025, -5.583], [2.455, 3.348, -5.547], [3.279, 3.599, -7.021], [1.565, 3.345, -7.039], [3.199, 6.028, -8.187], [1.644, 5.205, -8.441], [1.652, 7.555, -9.083], [2.142, 8.142, -7.611], [-0.487, 6.680, -8.133], [-0.026, 8.380, -7.655], [-0.047, 8.822, -5.079], [0.805, 7.777, -3.956], [1.589, 8.433, -5.320], [-1.953, 5.789, -6.132], [-1.604, 6.632, -4.606], [-2.057, 7.445, -6.065], [3.394, 5.485, -4.648], [3.047, 7.086, -5.433], [4.156, 5.820, -6.149], [0.895, 5.754, -3.922], [-0.642, -11.412, -9.158], [-1.783, -11.083, -8.154], [-2.713, -12.366, -7.967], [-2.214, -13.426, -7.000], [-1.778, -12.856, -5.693], [-0.782, -11.686, -5.760], [-1.288, -10.635, -6.773], [-0.635, -9.449, -6.846], [-0.637, -11.022, -4.326], [0.629, -12.237, -6.064], [-2.636, -9.890, -8.705], [-0.001, -10.536, -9.258], [-0.022, -12.226, -8.783], [-1.150, -11.656, -10.091], [-3.715, -11.983, -7.771], [-2.994, -12.803, -8.925], [-2.902, -14.210, -6.682], [-1.290, -13.872, -7.367], [-1.376, -13.656, -5.070], [-2.673, -12.552, -5.151], [-1.530, -10.524, -3.950], [0.204, -10.347, -4.165], [-0.527, -11.749, -3.522], [0.725, -12.749, -7.021], [0.915, -13.019, -5.360], [1.403, -11.469, -6.049], [-2.073, -8.975, -8.893], [-3.186, -10.106, -9.621], [-3.439, -9.769, -7.978], [0.237, -9.694, -7.163]], "forces_ev_per_a": [[-0.9333, -0.6108, -1.0530], [1.6012, -0.4138, -0.5128], [0.0256, 1.5301, 1.7414], [0.1024, -0.9268, -0.8598], [-0.5624, -0.1829, -0.5223], [-1.1216, 0.3734, 2.7018], [0.6323, -1.0210, -2.3095], [-0.7413, 0.3153, -0.8332], [-0.6837, -4.0648, 0.0710], [1.5185, 4.0863, 1.5597], [-0.5758, -0.3580, -1.9300], [-0.0536, 0.3522, 0.0454], [0.8101, 0.9547, 2.0249], [4.4567, 1.3365, -5.1336], [-3.4094, -0.2812, 4.1577], [-1.4958, -0.6708, 1.8544], [0.1268, -0.3038, -0.9787], [-1.1499, -0.2962, -0.2451], [-0.1424, -1.1944, -0.0517], [1.9357, 1.1255, 0.2169], [0.4779, -0.3300, -0.1847], [1.8942, 2.1905, 0.5483], [-2.0038, -1.6465, -0.1320], [1.6398, -1.9761, -0.1702], [1.9595, 1.3712, -0.7137], [-4.2795, 0.6752, 0.7388], [-0.0244, -0.8419, -0.0340], [-0.7765, 1.0321, -1.4409], [0.4624, 0.0457, 0.1756], [-0.2518, -0.1920, -0.0380], [1.0818, -0.2740, -0.6083], [0.0132, 2.3637, 1.7450], [0.1249, 0.6626, 1.1544], [0.5121, 0.7326, -0.8887], [-0.3725, 0.0557, -1.1772], [-0.9778, -1.3755, 0.6153], [0.1500, -0.5283, 0.1938], [0.4317, -0.4208, 0.1492], [-0.2471, 0.4279, 0.0668], [0.3908, 0.4647, -0.1407], [-0.1598, -0.7805, -0.3745], [-0.8652, -0.5814, 0.4880], [0.1870, 0.1074, 0.2318], [0.3962, -0.2412, 0.4886], [-0.4741, -0.0598, -0.3527], [0.2386, -0.0822, 0.0139], [0.3259, -0.3934, -0.0303], [-0.2666, 0.1167, 0.0452], [0.1970, -0.1575, 0.1722], [-0.0219, -0.0146, -0.2649], [-0.2291, -0.1392, 0.0871], [0.6994, 0.1316, -0.5950], [-0.3547, 0.1396, 0.0708], [-0.3270, -0.1847, -0.1689], [0.1459, 0.6582, 0.4252], [-0.0144, -0.6846, -0.0122], [0.0507, -1.6266, -0.2771], [1.6236, 1.0398, 0.1159], [-0.6895, 0.2148, -0.9706], [1.6876, -1.7918, -1.3847], [0.3911, 0.3962, -0.1289], [-0.6364, 1.0882, -0.5391], [-0.9882, -0.6026, 1.5867], [-0.4439, 0.2328, 0.0783], [-0.3385, -0.0847, 0.0563], [-0.0392, 0.2092, 0.8519], [0.0643, -0.2406, -0.6713], [0.1705, -0.2717, 0.1822], [0.3441, 0.2218, -0.8570], [-0.7795, 0.5302, 0.2293], [-0.6555, 0.3023, 0.4812], [-0.2416, -0.4381, 0.1073], [-0.2354, 0.6570, 0.4005], [0.0367, -0.2291, 0.2274], [0.1391, -0.0535, -0.3789], [0.0750, -0.4101, -0.1258], [0.1296, 1.0494, 0.5011], [-0.0045, -0.4875, 0.6696], [0.2083, -0.5482, 0.1163], [-0.3530, 0.0051, 0.0146], [0.0720, 0.3223, -0.0264], [-0.3296, -0.5315, -0.1243], [0.0317, 0.1533, -0.0236], [0.4543, 0.3857, -0.0363], [-0.2925, 0.3436, -0.1040], [0.5597, 0.1386, 0.0239], [-0.9370, -2.0331, -0.5784], [-0.1981, 1.7125, 0.3489], [0.9170, 0.3850, -0.2224], [-2.6605, -0.0282, -0.4054], [2.1842, -1.3450, 0.0359], [-2.1370, 0.3461, -1.3331], [2.7749, 2.2531, -1.4879], [-0.5226, -0.1456, 0.3633], [0.7634, -1.6862, 1.4881], [0.3983, -1.3950, -0.4064], [0.2355, -0.7880, 0.3888], [0.2678, -0.3444, -0.1752], [0.4400, 0.6805, 0.2759], [0.2393, 0.5459, 0.5193], [0.0525, 0.1219, 0.7546], [-0.4985, -0.4032, -0.0070], [-0.1560, -0.2059, -0.6651], [0.4742, -0.3857, 0.2166], [-0.4362, -0.0347, 0.4472], [0.0627, 0.5883, 0.8569], [0.6975, 0.1090, -0.1786], [-0.4218, -0.1120, -0.3070], [-0.6776, 0.3994, -0.4083], [0.4465, 0.0831, -0.4626], [-0.2526, 0.8198, 0.4406], [0.0606, 0.0868, 0.6486], [-0.3645, 0.2068, -0.5873], [-0.3676, 0.1555, -0.0685], [-0.0250, 0.6028, 0.0520], [-0.3618, -0.1830, 0.4405], [-0.4736, -0.4482, -0.8429], [0.2769, -1.2319, 1.4800], [1.9874, 0.4812, 0.1015], [-1.9641, 1.3990, -1.1712], [0.0392, -1.7246, 1.1330], [0.4266, -0.5132, -1.0175], [-1.6632, -1.7924, 0.0118], [-0.4566, 0.4840, 0.1392], [0.1093, 0.7080, 1.4530], [0.8181, 0.2895, 0.0706], [0.6308, -0.1068, -0.5752], [0.0673, -0.2249, -0.1734], [-0.0229, 0.2360, -0.1977], [-0.0966, 0.1462, -0.1373], [0.1198, 0.0844, -0.2746], [0.4390, -0.0103, 0.0787], [-0.2042, -0.5782, 0.6569], [-0.5469, 0.3427, 0.6783], [-0.0898, 0.0341, -0.2707], [0.1977, 0.3580, -0.6913], [0.0983, -0.1681, -0.5303], [0.4648, 0.1070, 0.3728], [-0.1591, 0.2902, 0.2300], [-0.0471, -0.4467, -0.0185], [-0.1689, 0.4596, -0.2911], [0.1638, 0.0104, -0.3893], [-0.4149, 0.1988, 0.4960], [-0.1801, 0.3607, -0.1264], [-0.1446, 0.2810, -0.2939], [0.7926, 0.9844, 0.0982], [-0.2988, 0.3625, 0.0533], [-0.4138, -1.4729, -0.2143], [2.6691, 1.1595, 0.5438], [-1.0257, 0.5329, 0.0323], [-0.4523, -0.0347, -1.1958], [1.6235, 2.1362, 0.8002], [-1.3744, -2.9670, -1.0029], [0.5758, -0.4434, 0.9537], [-0.2212, 0.8273, 0.5989], [-0.4697, 0.7072, 0.9863], [1.2504, 1.0454, 1.1886], [-0.4955, -0.4266, -0.5409], [-0.7328, -0.0630, -0.4985], [-0.2783, 0.1942, 1.4210], [-0.0684, 0.3724, -0.1491], [-0.5608, -1.0529, -0.8788], [0.0494, 0.6385, -0.8513], [-1.1077, -0.4610, -0.0811], [0.4929, 0.0506, -0.0470], [-0.2208, -0.2676, 0.2317], [0.1743, -0.3217, -0.3852], [-0.0580, -0.4119, -0.2652], [0.4750, -0.4072, 0.3324], [0.1214, -0.4225, -0.0038], [-0.3895, 0.4376, 0.0365], [0.0755, -0.3777, -0.8414], [0.0546, 0.3156, 0.2619], [0.5567, 0.1420, -0.1060], [0.2194, -0.0598, -0.0516], [-0.1894, 0.2659, -0.3328], [0.3918, 1.2443, -0.1756], [1.1661, -0.3815, 0.9357], [-0.0849, -0.4550, -0.3336], [0.5108, 1.0823, -0.2058], [0.3437, -1.4004, -2.0819], [-3.0086, 1.5849, 0.8406], [-2.0801, 0.4184, 1.1681], [0.3429, 0.1230, -0.3965], [0.9899, 1.1119, -0.1008], [0.8744, -1.6158, -1.0016], [0.3507, -0.1488, 0.8376], [-0.0787, 0.1014, -0.3131], [-0.1233, -0.3179, 0.2919], [-0.2777, -0.0174, -0.1294], [-0.4826, -0.5380, 0.4457], [0.1434, -0.8513, -0.1415], [-0.5223, -0.3840, 0.0013], [0.7454, 0.8729, -0.1808], [0.4959, -0.1128, 0.0720], [0.6438, 0.0657, 0.1926], [-0.3191, -0.4686, 0.0635], [-0.1011, 0.3648, 0.4064], [-0.3431, -0.7516, -0.0533], [-0.2369, 0.2201, 0.1518], [0.4520, 0.2830, 0.4189], [-0.1720, -0.1116, -0.2091], [-0.2477, 0.4536, 0.0365], [0.3595, -0.0289, 0.2153], [-0.4163, -0.1075, -0.1896], [0.6879, -0.2442, -0.5603], [0.3621, -0.2527, -0.1584], [0.4145, -1.8242, 1.6351], [-0.0180, 0.1841, 0.0101], [0.0149, -0.7881, -0.3363], [2.2796, 0.5753, 0.1004], [-1.3283, -0.0517, -0.3213], [-0.4284, 2.2699, -1.8545], [0.1528, -1.1378, 0.2926], [-0.1388, 0.2833, -1.0447], [-0.0202, 0.6545, 0.5480], [-0.3624, -0.5271, -0.2876], [-0.2294, 0.4480, 0.2976], [0.2028, 0.3589, -0.2116], [-0.1948, 0.2914, -0.0341], [0.1575, -0.5833, 0.1320], [-0.0618, 0.2266, -0.4233], [-0.6293, -0.0512, -0.2981], [0.1522, -0.1981, 0.7140], [-0.2295, 0.0924, 0.2689], [-1.5572, 0.0247, 0.6652], [-0.2949, -0.0731, 0.1829], [-0.4114, -0.5417, 0.0042], [0.0950, -0.2971, -0.3957], [0.8558, -0.5361, 0.0483], [-0.0527, -0.2884, 0.0297], [0.4055, 0.6349, -0.0245], [-0.3070, 0.2380, 0.2252], [0.5342, -0.0916, 0.0842], [0.1813, 0.5080, 0.0320], [0.4472, 0.4534, 0.1154], [-0.5983, 0.3444, 1.0096], [0.1674, -0.3418, 0.4938], [-0.4887, 1.0535, -0.4837], [0.9333, 0.2779, 0.0572], [-0.4060, 1.2217, 1.1016], [0.7411, 1.3447, 0.3595], [-2.5906, -3.2418, 0.2002], [1.1222, 0.3815, 0.3417], [-0.7255, -0.2221, 0.0576], [0.1367, -0.3215, -0.6018], [-0.2697, -0.9952, 0.4500], [0.0026, 0.0331, -0.3446], [-0.1533, -0.1480, -0.3482], [0.4747, -0.0403, -0.1740], [-0.0490, 0.1252, 1.1687], [0.9040, -0.1737, -0.5009], [-0.3183, -0.1146, -0.9080], [-0.2150, -0.4639, -0.6870], [0.3944, 0.0286, 0.0144], [-0.0923, 0.4694, 0.1132], [-0.2345, 0.3922, -0.7221], [-0.0152, 0.1092, -0.6324], [0.3298, -0.7679, -0.3798], [-0.2503, 0.1540, -0.1993], [-0.0666, 0.2318, 0.4328], [-0.0471, 0.1340, 0.1153], [0.0185, -0.1363, 0.4039], [0.3447, -0.4960, -0.3047], [0.2002, 0.6220, 0.2082], [0.7443, 0.5381, -0.2404]], "lowdin_charge": [0.13, -0.35, 0.21, -0.81, 0.23, -0.38, 0.10, 0.19, -0.33, 0.08, -0.40, 0.21, 0.13, 0.04, -0.26, 0.24, -0.91, 0.21, -0.36, 0.11, 0.23, -0.38, 0.10, -0.30, 0.19, 0.09, -0.04, -0.48, -0.15, -0.20, -0.14, -0.50, -0.11, 0.01, -0.02, -0.06, -0.02, 0.08, 0.08, 0.09, 0.12, 0.12, 0.11, 0.10, 0.11, 0.11, 0.07, 0.09, 0.08, 0.09, 0.07, 0.08, 0.08, 0.08, 0.07, 0.08, -0.03, -0.45, -0.17, -0.17, -0.12, -0.47, -0.10, 0.00, -0.04, -0.03, -0.04, 0.06, 0.08, 0.08, 0.11, 0.12, 0.09, 0.11, 0.11, 0.10, 0.08, 0.08, 0.08, 0.08, 0.06, 0.08, 0.08, 0.08, 0.08, 0.08, -0.04, -0.46, -0.14, -0.19, -0.16, -0.45, -0.12, -0.02, -0.06, -0.03, -0.05, 0.08, 0.09, 0.08, 0.11, 0.12, 0.10, 0.12, 0.13, 0.11, 0.08, 0.08, 0.07, 0.06, 0.07, 0.09, 0.08, 0.08, 0.08, 0.10, -0.02, -0.46, -0.18, -0.21, -0.16, -0.46, -0.11, 0.01, -0.02, -0.03, -0.06, 0.08, 0.06, 0.08, 0.12, 0.12, 0.10, 0.12, 0.12, 0.12, 0.08, 0.08, 0.07, 0.07, 0.08, 0.09, 0.08, 0.08, 0.08, 0.07, -0.05, -0.38, -0.09, -0.18, -0.13, -0.51, -0.15, 0.00, -0.05, -0.02, -0.01, 0.07, 0.07, 0.06, 0.11, 0.09, 0.08, 0.10, 0.12, 0.12, 0.08, 0.09, 0.08, 0.08, 0.07, 0.06, 0.07, 0.07, 0.06, 0.10, -0.03, -0.44, -0.17, -0.23, -0.10, -0.46, -0.13, 0.00, -0.05, -0.04, -0.03, 0.07, 0.07, 0.08, 0.11, 0.12, 0.11, 0.10, 0.11, 0.11, 0.07, 0.08, 0.08, 0.09, 0.08, 0.09, 0.08, 0.08, 0.06, 0.08, -0.04, -0.50, -0.16, -0.21, -0.13, -0.43, -0.11, 0.00, -0.03, -0.05, -0.02, 0.08, 0.08, 0.09, 0.12, 0.13, 0.11, 0.10, 0.12, 0.11, 0.08, 0.07, 0.05, 0.08, 0.07, 0.07, 0.08, 0.06, 0.08, 0.08, -0.03, -0.44, -0.12, -0.20, -0.18, -0.43, -0.13, 0.00, -0.04, -0.05, -0.04, 0.08, 0.05, 0.08, 0.10, 0.11, 0.11, 0.10, 0.12, 0.12, 0.08, 0.08, 0.07, 0.05, 0.08, 0.08, 0.08, 0.08, 0.08, 0.09]}